--- a ---
{
  "formula": "CHClFNO2",
  "method": "ωB97M-V with the def2-TZVPD basis set",
  "smiles": "O=[N+]([O-])[C@@H](F)Cl",
  "gap_ha": 0.4057,
  "total_charge": 0,
  "symbols": ["Cl", "F", "O", "O", "N", "C", "H"],
  "positions_angstrom": [[0.66, 0.34, -1.93], [1.47, -0.85, 0.41], [-1.70, 0.55, -0.14], [-1.04, -1.10, 1.15], [-0.90, -0.21, 0.34], [0.60, 0.13, -0.04], [0.92, 1.14, 0.21]],
  "nbo_charge": [-0.0713, -0.3000, -0.3261, -0.3180, 0.5025, 0.2952, 0.2177]
}

---

--- b ---
{
  "formula": "CHClFNO2",
  "method": "ωB97M-V with the def2-TZVPD basis set",
  "smiles": "O=[N+]([O-])[C@@H](F)Cl",
  "gap_ha": 0.4098,
  "total_charge": 0,
  "symbols": ["Cl", "F", "O", "O", "N", "C", "H"],
  "positions_angstrom": [[-0.18, -0.91, 1.63], [0.71, -1.18, -0.71], [-0.64, 1.74, 0.18], [1.36, 0.99, -0.32], [0.20, 0.89, -0.07], [-0.25, -0.53, -0.17], [-1.20, -0.99, -0.53]],
  "nbo_charge": [-0.0671, -0.2839, -0.3499, -0.3097, 0.4848, 0.2871, 0.2386]
}

---

Order from most stable to least stable according to the calculation: a, b